# C3H12N4

A 3-piece molecular cluster, C3H12N4 overall at a distorted geometry (ωB97M-V with the def2-TZVPD basis set, the OMol25 dataset).

orbital gap (alpha / beta) = 0.2874 / 0.2875 Ha
relative energy (zero: lowest compared OMol25 entry of this formula, charge and spin) = 127.5 kcal per mole
charge = 0
HOMO level (alpha / beta) = -7.13 / -7.13 eV

Structure (XYZ):
```
19
Properties=species:S:1:pos:R:3:forces:R:3
C -1.005113 0.899445 0.772192 -1.17 -0.50 -0.49
C -2.205592 -1.479287 -0.169177 -0.21 0.23 0.22
N -0.932754 -0.901737 -0.499620 0.32 0.96 0.26
H -1.010602 -0.411389 -1.389307 -0.05 0.02 0.10
H -2.092379 -2.183223 0.661605 -0.02 0.00 -0.07
H -0.633654 1.862614 1.107925 0.53 -0.19 -0.16
H -1.265529 0.263370 1.605725 -0.07 -0.01 -0.03
H -1.819791 1.090888 0.083540 -0.29 -0.22 0.07
H -2.965249 -0.730556 0.157642 0.14 -0.06 -0.06
H -2.663409 -2.018510 -1.010529 0.13 0.07 0.08
N 1.488987 -0.781646 0.628669 0.11 -0.23 -0.43
N 2.655272 0.910216 -1.097628 -0.07 -0.02 0.09
C 1.722273 1.325864 -0.210958 -0.22 -0.49 -0.04
N 1.125349 0.583929 0.652347 0.44 0.24 0.01
H 0.683949 -1.206324 0.088352 0.39 0.17 0.46
H 1.409989 -1.104317 1.588992 -0.05 0.02 -0.13
H 2.961545 -0.049680 -1.009480 0.04 0.17 -0.03
H 3.138366 1.567765 -1.683105 -0.01 -0.16 0.10
H 1.408343 2.362576 -0.277183 0.05 0.03 0.04
```
Forces are in eV/Å.

Atom charges from the Mulliken analysis, given in e for atoms 1 to 4: -0.644 -0.878 -0.639 0.182

***

# C8H15N2O5S

A 2-piece molecular cluster, C8H15N2O5S overall at a distorted geometry (ωB97M-V with the def2-TZVPD basis set, the OMol25 dataset).

orbital gap = 0.3147 Ha
charge = +1
HOMO level = -12.79 eV

Structure (XYZ):
```
31
Properties=species:S:1:pos:R:3:forces:R:3
N -0.238440 -4.465188 2.449762 0.36 0.18 -1.81
C 0.101898 -4.557236 1.337192 -0.78 -0.59 2.47
O 0.485484 -4.853020 0.144454 0.76 0.63 -0.20
C 1.293022 -3.815650 -0.487818 -0.79 -0.33 -0.72
C 0.421718 -3.133426 -1.546917 -0.24 0.23 0.43
C 0.034970 -1.690690 -1.244022 0.31 0.30 -0.81
C 1.200264 -0.758122 -0.875973 -0.53 -1.33 0.17
S 2.473326 -1.631478 0.013587 1.32 1.64 0.98
O 3.602953 -1.911456 -0.798938 -0.39 -1.07 -1.11
O 2.778299 -0.863427 1.169187 -0.67 0.10 0.90
O 1.742214 -2.957305 0.538975 0.04 0.31 -0.55
H 2.121247 -4.310348 -0.967313 0.35 -0.37 0.20
H 0.877145 -3.222527 -2.521881 0.37 0.10 -0.21
H -0.499437 -3.694093 -1.601082 -0.21 -0.32 -0.08
H -0.756107 -1.620763 -0.514325 -0.05 -0.18 0.51
H -0.394305 -1.294398 -2.155904 -0.24 0.10 -0.21
H 1.674949 -0.299537 -1.728217 0.18 0.12 -0.23
H 0.824943 -0.033377 -0.179163 0.16 0.51 0.19
C -1.564833 4.427010 -0.754827 -0.19 0.03 0.37
C -1.015615 3.158779 -0.206595 0.23 -0.45 -1.06
O -0.748674 2.170379 -0.806034 -0.14 0.08 0.24
N -0.681113 3.099767 1.271834 -0.27 0.29 0.16
C -1.894154 2.981517 2.159864 0.09 0.00 0.09
H -1.842289 4.265279 -1.790981 0.07 -0.06 -0.03
H -2.449017 4.740928 -0.197297 0.07 0.12 0.02
H -0.806596 5.211709 -0.698053 -0.04 0.04 0.05
H -0.146522 3.933917 1.531128 0.12 -0.17 0.12
H -0.098750 2.261352 1.354885 0.14 0.12 0.18
H -2.506942 3.868766 2.038467 -0.01 0.00 -0.03
H -1.550129 2.906978 3.187208 -0.02 -0.02 0.01
H -2.439508 2.085660 1.878795 0.00 0.00 -0.04
```
Forces are in eV/Å.

Atom charges from the Mulliken analysis, given in e for atoms 1 to 4: -0.475 0.564 -0.384 0.275

***

# C6H12O2

C6H12O2 as an isolated structure at a distorted geometry (ωB97M-V with the def2-TZVPD basis set, the OMol25 dataset).

orbital gap = 0.3628 Ha
relative energy (zero: lowest compared OMol25 entry of this formula, charge and spin) = 208.0 kcal per mole
charge = 0
HOMO level = -8.88 eV

Structure (XYZ):
```
20
Properties=species:S:1:pos:R:3:forces:R:3
C -0.511777 1.225219 1.720578 3.05 -0.85 0.16
C -1.612598 0.231543 1.284030 -2.31 -0.56 0.51
C -1.438619 -0.992800 0.267356 2.97 0.23 1.26
C 0.605291 -1.141630 -1.457973 1.59 0.60 1.73
C 1.721978 0.196424 -1.193621 0.43 0.20 -3.53
C 0.302013 0.742647 0.351492 1.33 5.78 2.23
H 0.269876 0.813485 2.486120 -2.04 0.72 -0.55
H -0.902048 2.332129 2.059892 1.21 -2.81 -1.42
H -2.294850 0.787622 0.623587 -0.68 0.45 1.25
H -2.077267 -0.367204 2.187780 0.23 1.64 -1.76
H -0.760025 -1.591604 0.838570 -0.36 -1.86 0.81
H -2.439970 -1.322209 0.089792 -0.34 -0.69 -0.11
H 0.923024 -1.975912 -0.634547 0.04 1.18 -2.81
H 0.730829 -1.239943 -2.800372 -1.01 -0.37 4.62
H 1.501020 0.996705 -2.020983 -0.47 -1.22 1.19
H 2.834184 0.125373 -1.350526 -0.95 -1.63 -0.62
H -0.294199 1.339993 -0.375102 0.80 -1.44 -0.47
H 0.268877 -0.251445 0.541712 -0.31 -1.70 0.07
O -0.776640 -0.907127 -0.967572 -0.80 0.61 -4.81
O 1.756994 0.755202 0.032937 -2.38 1.73 2.24
```
Forces are in eV/Å.

Atom charges from the Mulliken analysis, given in e for atoms 1 to 4: -0.589 -0.321 -0.825 -0.331

***

| no. | calculated total energy (eV) |
| --- | --- |
| 1 | -9260.7771 |
| 2 | -32582.8976 |
| 3 | -10503.2876 |